ORCA calculation (ωB97M-V/def2-TZVPD) on a cluster of 2 separate species, C14H18NO6 in total.

The geometry in XYZ format:
```
39
Properties=species:S:1:pos:R:3:mulliken_charge:R:1
C 1.83 -2.00 0.40 -1.31
C 1.93 -0.55 -0.17 0.03
C 1.39 0.48 0.86 -0.84
C 0.59 1.58 0.10 0.12
C 0.34 2.86 0.93 -1.92
C -0.66 0.94 -0.48 -0.15
N -0.66 0.78 -1.85 0.10
C -1.68 0.19 -2.54 -0.99
C -2.76 -0.29 -1.91 -0.68
C -2.84 -0.14 -0.48 1.09
C -4.04 -0.69 0.19 0.14
O -4.81 -0.06 0.87 -0.54
O -4.31 -2.04 -0.03 -0.47
C -1.76 0.48 0.20 0.97
C -1.87 0.57 1.71 -1.24
C -1.64 -0.83 2.31 0.15
O -1.79 -1.09 3.48 -0.57
H 1.01 -2.09 1.13 0.32
H 1.73 -2.73 -0.41 0.34
H 2.76 -2.18 0.96 0.35
H 2.99 -0.35 -0.35 0.18
H 1.43 -0.50 -1.14 0.22
H 2.23 0.94 1.39 0.56
H 0.71 -0.03 1.56 0.16
H 1.22 1.87 -0.75 0.54
H 0.21 2.68 2.00 0.38
H -0.46 3.50 0.53 0.33
H 1.26 3.47 0.86 0.49
H 0.15 1.10 -2.36 0.33
H -1.57 0.12 -3.62 0.35
H -3.53 -0.77 -2.51 0.36
H -4.26 -2.20 -0.98 0.34
H -2.89 0.85 2.00 0.61
H -1.21 1.32 2.17 -0.04
H -1.36 -1.64 1.60 0.38
C 5.61 -0.90 -1.45 0.75
O 6.47 -1.62 -2.00 -0.66
O 5.47 -0.79 -0.18 -0.61
O 4.76 -0.19 -2.09 -0.60
```

Computed properties:
* LUMO: -0.003 Eh
* HOMO: -2.0 eV
* relative energy (zero: lowest compared OMol25 entry of this formula, charge and spin): 141.9 kJ/mol
* M: 296.30 g/mol
* orbital gap: 1.95 eV
* net charge: -1
* strongest force on any atom: 0.0220 Eh/bohr